The following is a DFT calculation (ωB97M-V/def2-TZVPD) of a 2-piece molecular cluster, C12H17N overall.

The geometry in XYZ format:
```
30
Properties=species:S:1:pos:R:3:forces:R:3
C -0.22119 1.28669 0.27285 0.771 -1.870 -2.006
C -1.53328 1.61960 -0.41417 -1.635 3.005 1.756
C 0.23201 -0.06184 -0.28956 0.862 0.291 -0.545
C 0.75425 -0.24958 -1.52152 0.718 -0.137 -2.253
C 0.29830 -1.37080 0.35114 -0.837 0.695 -0.284
C 0.82069 -2.26395 -0.59193 0.933 0.086 -0.236
C -0.15431 -1.85423 1.58387 0.981 -0.828 0.239
C 0.96597 -3.60667 -0.29454 -0.217 -1.587 -1.103
C 0.10516 -3.18212 1.87942 -0.802 -0.947 -0.554
C 0.54126 -4.13337 0.90912 0.693 2.307 1.438
N 1.17200 -1.57223 -1.79554 -1.531 -0.430 2.387
H 0.46625 2.05361 -0.08858 0.290 -0.103 0.355
H -0.04813 1.13329 1.33615 -1.117 0.766 0.316
H -2.36461 0.93439 -0.37706 0.114 -0.649 0.092
H 0.80428 0.31297 -2.47865 -0.001 0.567 1.390
H 2.09879 -1.71422 -2.16476 -0.078 -0.078 -0.244
H -0.58051 -1.28690 2.39493 -0.070 0.594 -0.235
H 1.26432 -4.30872 -1.07887 0.254 0.332 0.158
H -0.17611 -3.55305 2.85382 -0.016 -0.024 0.161
H 0.75452 -5.12409 1.27637 -0.195 -0.320 -0.521
H -1.48664 2.06139 -1.40659 0.834 -0.860 -0.507
H -1.93538 2.56501 0.05376 0.036 -0.828 0.216
C -0.58970 5.65959 0.65597 0.871 2.672 1.331
C -1.33860 5.54710 -0.65538 -0.706 0.401 0.690
H -0.97475 6.49258 1.30183 -0.238 -0.514 -0.600
H -0.59541 4.82951 1.36597 0.167 -0.337 -0.653
H 0.43633 6.08969 0.50306 -0.490 -1.153 0.038
H -1.04617 6.32323 -1.36994 0.680 -0.764 -0.244
H -2.37823 5.83405 -0.54098 -0.463 -0.364 0.405
H -1.32684 4.50448 -0.94012 0.194 0.077 -0.985
```
Positions in Å, forces in eV/Å.

Computed properties:
**Total charge**: 0
**Kohn-Sham gap**: 8.94 eV
**SMILES**: CCc1c[nH]c2ccccc12.CC
**HOMO energy**: -7.972 eV
**Energy above the lowest of the compared OMol25 structures with the same formula, charge and spin**: 41.8 kcal/mol
**Total energy**: -522.15360 Ha

=====

The following is a DFT calculation (ωB97M-V/def2-TZVPD) of a 2-piece molecular cluster, C12H17N overall.

The geometry in XYZ format:
```
30
Properties=species:S:1:pos:R:3:forces:R:3
C -1.70689 2.09765 0.52764 -0.400 -2.091 2.130
C -0.42308 2.75860 0.23787 1.632 1.187 1.196
C -1.78137 1.76742 2.04542 3.156 -1.638 -1.627
H -2.57734 2.64279 0.37898 -1.392 1.535 -0.918
H -1.86836 1.16437 0.00950 0.213 -0.296 -0.495
H 0.37338 2.03257 -0.01911 -0.478 0.436 0.094
H -0.10805 3.24726 1.24527 -0.160 -0.307 -1.974
H -2.04030 2.57882 2.63459 -1.421 1.164 1.271
H -2.04756 0.75893 2.25048 -1.922 -0.495 0.447
H -0.50402 3.50912 -0.54636 0.255 0.071 -0.018
H -0.74917 1.58314 2.36927 0.493 0.447 -0.119
C 0.93543 -1.44999 2.12345 -0.804 -0.092 2.187
C -0.50469 -2.75006 0.46884 -3.114 -1.136 -2.732
C 0.31151 -1.74425 0.83954 0.937 -1.178 -3.509
C 0.04065 -1.75103 -1.60769 2.497 2.531 1.968
C 0.82106 -1.15177 -0.45712 -1.644 0.636 -0.491
C 0.25027 -1.19925 -2.87097 3.302 0.805 2.295
C 1.69878 -0.05228 -0.67989 -0.350 -2.521 2.950
C 1.39469 -0.33896 -3.02331 -4.068 -1.325 -1.232
C 2.00687 0.21045 -1.97309 3.915 2.492 0.369
N -0.78206 -2.66335 -1.09088 -0.747 -2.300 3.034
H -1.24365 -3.48625 1.00144 1.955 1.589 -0.899
H -1.13298 -3.47846 -1.65099 0.492 1.305 1.140
H 1.00709 -2.30472 2.85033 0.003 0.428 -1.032
H 0.23891 -0.76611 2.66390 0.997 0.172 -0.229
H -0.20411 -1.42476 -3.75067 -1.737 -1.070 -2.102
H 2.27193 0.37470 0.21120 -0.909 -0.421 -1.507
H 1.45208 0.05488 -4.01585 0.839 0.104 -0.465
H 2.93292 0.83888 -2.12888 -1.348 -0.333 -0.072
H 1.93806 -1.05834 1.95711 -0.190 0.300 0.341
```
Positions in Å, forces in eV/Å.

Computed properties:
**Total charge**: 0
**Kohn-Sham gap**: 9.00 eV
**SMILES**: Cc1c[nH]c2ccccc12.CCC
**HOMO energy**: -8.058 eV
**Energy above the lowest of the compared OMol25 structures with the same formula, charge and spin**: 69.5 kcal/mol
**Total energy**: -522.10953 Ha

=====

The following is a DFT calculation (ωB97M-V/def2-TZVPD) of a 2-piece molecular cluster, C12H17N overall.

The geometry in XYZ format:
```
30
Properties=species:S:1:pos:R:3:forces:R:3
C -0.46153 -1.50109 -2.38949 0.797 -0.336 -0.751
C 1.61539 0.18895 0.21061 0.709 0.481 -0.061
C 0.72520 0.28366 -0.86379 -0.230 -0.433 -0.342
C 0.55159 -1.05647 -1.38056 -0.380 0.075 0.066
C 1.28996 -1.86572 -0.58789 0.466 -0.117 0.062
C 2.13997 1.32776 0.81996 -0.336 0.383 0.144
C 1.48996 2.51667 0.54795 -0.376 0.195 -0.532
C 0.16303 1.50620 -1.23760 0.279 -0.479 0.835
C 0.51600 2.59766 -0.46426 -0.542 0.231 -0.227
N 1.96740 -1.12830 0.38249 -0.011 -0.255 -0.499
H 2.18154 -1.51422 1.28478 0.295 0.002 -0.050
H 3.05444 1.33636 1.39567 -0.228 -0.302 0.498
H 1.51275 -2.91450 -0.71127 -0.311 -0.089 0.220
H 1.67682 3.43954 1.08399 0.484 -0.147 -0.005
H -0.59213 1.47548 -2.00788 0.005 0.524 -0.186
H -1.42378 -1.57164 -1.90432 -0.467 -0.013 -0.088
H -0.19625 -2.47692 -2.81881 -0.122 -0.006 0.444
H 0.02786 3.55215 -0.63705 0.101 -0.051 -0.006
H -0.52820 -0.87953 -3.28782 -0.078 0.368 0.362
C -2.77076 -0.96403 1.85750 -0.380 -0.897 0.558
C -3.70408 -0.44244 0.76162 0.878 0.557 -0.246
C -1.31745 -0.51455 1.66905 -1.224 0.446 0.885
H -3.15949 -0.71913 2.85438 0.168 0.490 -0.143
H -2.82077 -2.05892 1.92604 0.187 0.005 -0.477
H -3.07307 -0.09966 -0.06904 -0.159 -0.155 -0.093
H -0.98881 -0.83981 0.68821 0.495 -0.114 0.192
H -4.22066 0.45661 1.08512 -0.306 -0.014 0.075
H -4.40092 -1.16374 0.35454 -0.228 -0.145 0.167
H -1.30966 0.57638 1.72291 0.212 0.088 -0.314
H -0.72882 -0.84000 2.53248 0.303 -0.291 -0.488
```
Positions in Å, forces in eV/Å.

Computed properties:
**Total charge**: 0
**Kohn-Sham gap**: 8.89 eV
**SMILES**: Cc1c[nH]c2ccccc12.CCC
**HOMO energy**: -7.948 eV
**Energy above the lowest of the compared OMol25 structures with the same formula, charge and spin**: 15.0 kcal/mol
**Total energy**: -522.19640 Ha

=====

Copy entry 2 word for word.
The following is a DFT calculation (ωB97M-V/def2-TZVPD) of a 2-piece molecular cluster, C12H17N overall.

The geometry in XYZ format:
```
30
Properties=species:S:1:pos:R:3:forces:R:3
C -1.70689 2.09765 0.52764 -0.400 -2.091 2.130
C -0.42308 2.75860 0.23787 1.632 1.187 1.196
C -1.78137 1.76742 2.04542 3.156 -1.638 -1.627
H -2.57734 2.64279 0.37898 -1.392 1.535 -0.918
H -1.86836 1.16437 0.00950 0.213 -0.296 -0.495
H 0.37338 2.03257 -0.01911 -0.478 0.436 0.094
H -0.10805 3.24726 1.24527 -0.160 -0.307 -1.974
H -2.04030 2.57882 2.63459 -1.421 1.164 1.271
H -2.04756 0.75893 2.25048 -1.922 -0.495 0.447
H -0.50402 3.50912 -0.54636 0.255 0.071 -0.018
H -0.74917 1.58314 2.36927 0.493 0.447 -0.119
C 0.93543 -1.44999 2.12345 -0.804 -0.092 2.187
C -0.50469 -2.75006 0.46884 -3.114 -1.136 -2.732
C 0.31151 -1.74425 0.83954 0.937 -1.178 -3.509
C 0.04065 -1.75103 -1.60769 2.497 2.531 1.968
C 0.82106 -1.15177 -0.45712 -1.644 0.636 -0.491
C 0.25027 -1.19925 -2.87097 3.302 0.805 2.295
C 1.69878 -0.05228 -0.67989 -0.350 -2.521 2.950
C 1.39469 -0.33896 -3.02331 -4.068 -1.325 -1.232
C 2.00687 0.21045 -1.97309 3.915 2.492 0.369
N -0.78206 -2.66335 -1.09088 -0.747 -2.300 3.034
H -1.24365 -3.48625 1.00144 1.955 1.589 -0.899
H -1.13298 -3.47846 -1.65099 0.492 1.305 1.140
H 1.00709 -2.30472 2.85033 0.003 0.428 -1.032
H 0.23891 -0.76611 2.66390 0.997 0.172 -0.229
H -0.20411 -1.42476 -3.75067 -1.737 -1.070 -2.102
H 2.27193 0.37470 0.21120 -0.909 -0.421 -1.507
H 1.45208 0.05488 -4.01585 0.839 0.104 -0.465
H 2.93292 0.83888 -2.12888 -1.348 -0.333 -0.072
H 1.93806 -1.05834 1.95711 -0.190 0.300 0.341
```
Positions in Å, forces in eV/Å.

Computed properties:
**Total charge**: 0
**Kohn-Sham gap**: 9.00 eV
**SMILES**: Cc1c[nH]c2ccccc12.CCC
**HOMO energy**: -8.058 eV
**Energy above the lowest of the compared OMol25 structures with the same formula, charge and spin**: 69.5 kcal/mol
**Total energy**: -522.10953 Ha

=====

Copy entry 3 word for word.
The following is a DFT calculation (ωB97M-V/def2-TZVPD) of a 2-piece molecular cluster, C12H17N overall.

The geometry in XYZ format:
```
30
Properties=species:S:1:pos:R:3:forces:R:3
C -0.46153 -1.50109 -2.38949 0.797 -0.336 -0.751
C 1.61539 0.18895 0.21061 0.709 0.481 -0.061
C 0.72520 0.28366 -0.86379 -0.230 -0.433 -0.342
C 0.55159 -1.05647 -1.38056 -0.380 0.075 0.066
C 1.28996 -1.86572 -0.58789 0.466 -0.117 0.062
C 2.13997 1.32776 0.81996 -0.336 0.383 0.144
C 1.48996 2.51667 0.54795 -0.376 0.195 -0.532
C 0.16303 1.50620 -1.23760 0.279 -0.479 0.835
C 0.51600 2.59766 -0.46426 -0.542 0.231 -0.227
N 1.96740 -1.12830 0.38249 -0.011 -0.255 -0.499
H 2.18154 -1.51422 1.28478 0.295 0.002 -0.050
H 3.05444 1.33636 1.39567 -0.228 -0.302 0.498
H 1.51275 -2.91450 -0.71127 -0.311 -0.089 0.220
H 1.67682 3.43954 1.08399 0.484 -0.147 -0.005
H -0.59213 1.47548 -2.00788 0.005 0.524 -0.186
H -1.42378 -1.57164 -1.90432 -0.467 -0.013 -0.088
H -0.19625 -2.47692 -2.81881 -0.122 -0.006 0.444
H 0.02786 3.55215 -0.63705 0.101 -0.051 -0.006
H -0.52820 -0.87953 -3.28782 -0.078 0.368 0.362
C -2.77076 -0.96403 1.85750 -0.380 -0.897 0.558
C -3.70408 -0.44244 0.76162 0.878 0.557 -0.246
C -1.31745 -0.51455 1.66905 -1.224 0.446 0.885
H -3.15949 -0.71913 2.85438 0.168 0.490 -0.143
H -2.82077 -2.05892 1.92604 0.187 0.005 -0.477
H -3.07307 -0.09966 -0.06904 -0.159 -0.155 -0.093
H -0.98881 -0.83981 0.68821 0.495 -0.114 0.192
H -4.22066 0.45661 1.08512 -0.306 -0.014 0.075
H -4.40092 -1.16374 0.35454 -0.228 -0.145 0.167
H -1.30966 0.57638 1.72291 0.212 0.088 -0.314
H -0.72882 -0.84000 2.53248 0.303 -0.291 -0.488
```
Positions in Å, forces in eV/Å.

Computed properties:
**Total charge**: 0
**Kohn-Sham gap**: 8.89 eV
**SMILES**: Cc1c[nH]c2ccccc12.CCC
**HOMO energy**: -7.948 eV
**Energy above the lowest of the compared OMol25 structures with the same formula, charge and spin**: 15.0 kcal/mol
**Total energy**: -522.19640 Ha